DFT (the ωB97M-V functional and the def2-TZVPD basis) results for a molecular structure, C7H6AuO6 in a non-equilibrium geometry.

Structure (XYZ):
```
20
C7H6AuO6 | OMol25 | the ωB97M-V functional and the def2-TZVPD basis
O 0.00 3.50 -0.04
C 0.01 2.48 -0.53
Au -0.02 -0.27 -0.81
O 0.00 0.01 -4.02
C 0.01 -0.06 -2.88
C -0.03 -2.35 -0.28
O -0.03 -3.44 0.06
C -2.07 0.05 -0.25
O -3.17 -0.04 0.04
C 2.01 0.05 -0.24
O 3.14 -0.02 -0.05
C -0.12 0.90 4.59
C 0.04 1.02 3.10
O 0.10 -0.24 2.39
H -1.05 0.43 4.95
H -0.13 1.94 4.94
H 0.71 0.39 5.10
H -0.81 1.54 2.66
H 0.88 1.69 2.87
H 0.83 -0.74 2.80
```

ΔE to the lowest compared entry with this formula, charge and spin	0.00	kcal per mole
HOMO energy (alpha / beta)	-0.869 / -0.877	Eh
charge	+3
expectation value of S²	2.01
multiplicity	3
LUMO (alpha / beta)	-12.2 / -17.3	eV
frontier orbital gap (alpha / beta)	11.46 / 6.60	eV

DFT (the ωB97M-V functional and the def2-TZVPD basis) results for a molecular structure, C33H46CaCsF2MgN2O14PS2 in a non-equilibrium geometry.

Structure (XYZ):
```
103
C33H46CaCsF2MgN2O14PS2 | OMol25 | the ωB97M-V functional and the def2-TZVPD basis
C -0.37 -0.79 1.65
C 0.04 0.46 1.69
C -0.90 1.64 1.62
C -2.17 1.36 0.80
C -1.95 1.08 -0.60
C -0.50 1.05 -1.09
O -0.13 1.89 -2.21
N -0.65 3.20 -2.14
O -0.38 3.77 -3.12
C -3.00 0.85 -1.49
S -2.60 0.53 -3.26
C -4.40 0.80 -1.09
C -4.60 1.04 0.29
C -3.45 1.33 1.29
C -3.86 1.55 2.83
C -4.63 2.88 3.05
S -6.34 1.06 0.85
C -7.19 -0.07 -0.34
C -8.45 -0.81 0.10
C -9.06 -1.60 -0.81
C -8.45 -1.70 -2.10
C -7.31 -1.03 -2.48
C -6.61 -0.17 -1.62
N -5.46 0.54 -2.08
H 0.35 -1.58 1.74
H -1.41 -1.05 1.48
H 1.10 0.70 1.74
H -0.44 2.50 1.13
H -1.11 1.96 2.63
H -0.24 0.06 -1.45
H 0.18 1.35 -0.32
H -1.54 -0.30 -3.20
H -4.54 0.74 3.16
H -3.03 1.50 3.54
H -5.70 2.65 3.02
H -4.46 3.56 2.22
H -4.42 3.35 4.01
H -8.89 -0.68 1.15
H -9.97 -2.13 -0.57
H -8.95 -2.35 -2.80
H -6.99 -1.20 -3.50
H -5.74 1.38 -2.60
F -2.83 4.78 -2.45
Ca -3.74 2.68 -3.29
C 6.71 -4.85 3.30
C 5.19 -4.71 3.39
C 4.63 -3.60 2.50
C 5.12 -2.20 2.85
C 4.84 -1.75 4.28
C 3.35 -1.67 4.60
H 7.21 -3.94 3.65
H 7.06 -5.67 3.93
H 7.03 -5.04 2.28
H 4.89 -4.56 4.43
H 4.74 -5.66 3.08
H 3.54 -3.64 2.54
H 4.90 -3.81 1.46
H 4.65 -1.49 2.16
H 6.19 -2.13 2.67
H 5.28 -0.76 4.42
H 5.33 -2.41 5.00
H 2.84 -0.98 3.93
H 3.19 -1.31 5.62
H 2.86 -2.64 4.53
C -1.21 7.39 -5.23
C -2.27 6.53 -5.86
O -3.45 6.94 -5.19
C -3.27 8.24 -4.82
O -4.14 8.97 -4.48
O -1.97 8.58 -4.91
F -2.04 5.23 -5.62
H -0.82 6.95 -4.31
H -0.38 7.61 -5.89
H -2.39 6.68 -6.94
O 8.12 -0.78 3.61
C 9.03 -1.51 3.20
C 10.35 -0.48 2.42
O 11.23 -1.25 2.03
H 8.80 -2.25 2.40
H 9.58 -2.11 3.96
H 10.62 0.25 3.22
H 9.77 0.10 1.67
Mg -1.81 2.98 3.75
O 9.28 -1.23 -0.84
H 10.06 -1.46 -0.32
O 1.16 -4.02 1.63
C 0.44 -4.33 0.74
O 0.09 -3.50 -0.28
C -0.88 -4.16 -1.13
C -0.69 -5.65 -0.88
C -0.26 -5.67 0.58
H -1.89 -3.84 -0.83
H -0.70 -3.88 -2.16
H -1.59 -6.23 -1.09
H 0.11 -6.03 -1.52
H -1.11 -5.71 1.26
H 0.43 -6.49 0.79
O -0.49 4.56 -8.31
P 0.63 4.25 -7.31
O 0.90 5.45 -6.42
O 1.89 3.93 -8.10
O 0.18 3.08 -6.44
Cs -6.10 -1.13 1.64
```

HOMO energy	-0.050	Eh
charge	-2
multiplicity	1
LUMO	0.8	eV
frontier orbital gap	2.12	eV

DFT (the ωB97M-V functional and the def2-TZVPD basis) results for CH2ClNS2 in the gas phase in a non-equilibrium geometry.

Structure (XYZ):
```
7
CH2ClNS2 | OMol25 | the ωB97M-V functional and the def2-TZVPD basis
S -0.33 1.10 2.04
C 0.45 0.70 0.67
Cl 1.53 1.63 -0.31
N 0.11 -0.61 0.14
S 0.04 -1.11 -1.48
H -0.66 -1.00 0.77
H -1.14 -0.70 -1.82
```

ΔE to the lowest compared entry with this formula, charge and spin	0.00	kcal per mole
HOMO energy	-0.340	Eh
multiplicity	1
LUMO	-0.3	eV
frontier orbital gap	8.95	eV

- Among the records above, which one has the highest multiplicity?
  C7H6AuO6